[1]
The following is a quantum chemistry calculation of a molecular structure, C5H9NO2S, from the OMol25 dataset.

Output
E_HOMO (eV): -9.9

```
! wB97M-V def2-TZVPD RIJCOSX def2/J DEFGRID3
* xyz 0 1
C -0.14 -0.27 0.05
C 0.15 0.90 -0.45
C 0.81 -1.66 0.32
C -0.89 1.95 -0.50
C 1.55 1.17 -1.04
N -0.07 -2.09 1.41
O -2.07 -0.44 2.05
O -2.33 -1.99 0.22
S -1.39 -1.18 1.01
H 0.79 -2.36 -0.49
H 1.86 -1.36 0.71
H -0.76 2.75 0.33
H -0.89 2.48 -1.51
H -2.02 1.52 -0.16
H 2.10 1.87 -0.41
H 1.96 0.17 -1.16
H 1.46 1.61 -1.93
H -0.09 -3.06 1.54
*
```

***

[2]
The following is a quantum chemistry calculation of a molecular structure, C34H35N5OP2RhS, from the OMol25 dataset.

Output
Expectation value of S²: 6.02
E_HOMO (spin up / spin down) (eV): -16.3 / -16.3

```
! wB97M-V def2-TZVPD RIJCOSX def2/J DEFGRID3
* xyz 3 5
Rh 0.57 0.12 0.83
C -0.95 -0.17 -2.73
N -1.51 -0.45 -1.39
P -1.07 -2.00 -0.80
C -2.01 -3.20 -1.73
C -3.00 -2.86 -2.66
C -3.73 -3.88 -3.26
C -3.45 -5.21 -2.98
C -2.45 -5.55 -2.06
C -1.72 -4.55 -1.45
C -1.60 -2.09 0.93
C -0.68 -1.73 1.93
C -1.07 -1.73 3.27
C -2.36 -2.11 3.60
C -3.25 -2.51 2.61
C -2.88 -2.51 1.27
P -1.43 0.86 -0.20
C -2.99 0.75 0.70
C -3.01 1.20 2.02
C -4.22 1.27 2.70
C -5.39 0.88 2.08
C -5.37 0.43 0.76
C -4.18 0.36 0.07
C -1.58 2.40 -1.12
C -0.72 3.44 -0.75
C -0.89 4.69 -1.32
C -1.90 4.90 -2.24
C -2.75 3.86 -2.61
C -2.60 2.61 -2.04
H -1.00 -1.06 -3.35
H 0.10 0.15 -2.67
H -1.51 0.63 -3.21
H -3.24 -1.83 -2.88
H -4.52 -3.62 -3.95
H -4.00 -5.99 -3.48
H -2.24 -6.58 -1.84
H -0.92 -4.79 -0.76
H 0.40 -1.66 1.69
H -0.36 -1.48 4.05
H -2.66 -2.13 4.64
H -4.26 -2.82 2.88
H -3.58 -2.83 0.51
H -2.09 1.51 2.50
H -4.24 1.62 3.72
H -6.33 0.94 2.61
H -6.30 0.15 0.27
H -4.16 0.01 -0.95
H 0.06 3.26 -0.02
H -0.23 5.50 -1.04
H -2.04 5.88 -2.68
H -3.55 4.04 -3.32
H -3.29 1.82 -2.32
S 1.12 1.38 2.83
C 2.75 1.72 3.20
N 2.97 2.50 4.29
C 4.21 2.84 4.69
C 5.29 2.37 3.99
C 5.01 1.55 2.89
N 3.78 1.25 2.50
H 2.17 2.82 4.82
H 4.31 3.47 5.57
H 6.30 2.62 4.28
H 5.82 1.11 2.32
N 2.09 0.23 -0.61
C 3.15 0.24 -1.08
N 4.31 0.30 -1.64
C 5.37 1.16 -1.09
C 6.54 0.27 -0.67
O 6.96 -0.52 -1.76
C 5.96 -1.40 -2.23
C 4.75 -0.60 -2.72
H 4.99 1.74 -0.25
H 5.70 1.83 -1.88
H 6.23 -0.37 0.17
H 7.39 0.88 -0.38
H 5.65 -2.09 -1.44
H 6.38 -1.96 -3.06
H 3.94 -1.27 -3.01
H 5.05 0.01 -3.57
*
```

***

[3]
The following is a quantum chemistry calculation of 2 unconnected molecules or ions with the total composition C2H5OP, from the OMol25 dataset.

Output
E_HOMO (spin up / spin down) (eV): -8.7 / -8.5

```
! wB97M-V def2-TZVPD RIJCOSX def2/J DEFGRID3
* xyz 0 1
C -1.52 1.17 -0.59
C 2.59 0.10 -0.68
O 0.76 0.07 1.24
P 0.84 0.39 -0.16
H -1.30 1.67 0.40
H -1.81 1.68 -1.47
H 3.12 0.61 0.10
H 2.96 0.60 -1.66
H -2.05 0.32 -0.39
*
```

***

[4]
The following is a quantum chemistry calculation of a molecular structure, C39H40I2N3O8RhS2Te, from the OMol25 dataset.

Output
Expectation value of S²: 8.84
E_HOMO (spin up / spin down) (eV): -3.2 / -4.5

```
! wB97M-V def2-TZVPD RIJCOSX def2/J DEFGRID3
* xyz -1 6
Rh 0.36 -0.17 -0.44
I -3.63 5.56 -0.11
C -3.52 3.51 -0.49
C -3.84 3.02 -1.77
C -3.81 1.67 -1.97
I -4.22 0.89 -3.85
C -3.49 0.72 -0.92
O -3.62 -0.50 -1.06
C -3.08 1.30 0.36
C -2.60 0.38 1.44
N -1.14 0.20 1.47
C -0.77 -0.73 2.53
C 0.67 -1.21 2.47
C 1.02 -2.18 3.41
C 2.19 -2.94 3.48
C 3.34 -2.80 2.68
C 3.61 -1.80 1.79
N 1.41 -0.66 1.49
C -3.13 2.65 0.55
H -4.07 3.70 -2.57
H -3.05 -0.60 1.26
H -2.94 0.75 2.42
H -0.70 1.10 1.62
H -1.44 -1.60 2.45
H -0.93 -0.28 3.52
H 0.23 -2.45 4.11
H 2.19 -3.75 4.20
H 4.12 -3.54 2.81
H 4.59 -1.70 1.35
H -2.87 3.08 1.52
O 3.23 -1.70 -3.27
S 2.16 -0.81 -2.85
O 2.47 -0.17 -1.56
O 0.87 -1.50 -2.90
C 2.03 0.51 -4.04
C 2.78 0.37 -5.20
C 2.74 1.36 -6.17
C 1.95 2.49 -5.97
C 1.20 2.62 -4.81
C 1.23 1.63 -3.83
S 0.05 1.86 -2.47
O -0.72 3.02 -2.88
O 0.78 2.10 -1.21
O -0.72 0.62 -2.39
H 3.37 -0.52 -5.31
H 3.32 1.25 -7.08
H 1.91 3.26 -6.73
H 0.56 3.47 -4.65
C 2.63 1.79 1.46
C 3.48 0.56 1.54
O 4.70 0.60 1.57
N 2.81 -0.65 1.65
Te 1.95 -2.95 -0.77
C 2.59 -4.67 -1.88
C 1.71 -5.56 -2.50
C 0.22 -5.30 -2.55
C 2.22 -6.69 -3.14
C 3.58 -6.94 -3.19
C 4.12 -8.17 -3.88
C 4.44 -6.02 -2.61
C 3.98 -4.89 -1.96
C 4.96 -3.92 -1.34
C 0.60 -4.09 0.44
C 1.01 -5.16 1.25
C 2.37 -5.79 1.14
C 0.09 -5.69 2.16
C -1.20 -5.20 2.28
C -2.17 -5.78 3.28
C -1.60 -4.18 1.43
C -0.73 -3.64 0.49
C -1.24 -2.64 -0.50
H 3.29 2.65 1.37
H 2.01 1.89 2.36
H 1.98 1.75 0.59
H 0.05 -4.28 -2.91
H -0.23 -5.40 -1.57
H -0.27 -6.00 -3.23
H 1.53 -7.38 -3.61
H 3.32 -8.75 -4.33
H 4.65 -8.80 -3.17
H 4.82 -7.89 -4.67
H 5.51 -6.20 -2.66
H 5.98 -4.22 -1.57
H 4.84 -3.89 -0.25
H 4.78 -2.92 -1.73
H 3.11 -5.05 0.84
H 2.35 -6.57 0.38
H 2.68 -6.23 2.09
H 0.41 -6.52 2.79
H -1.70 -6.56 3.88
H -3.03 -6.21 2.76
H -2.54 -5.01 3.95
H -2.62 -3.82 1.48
H -2.32 -2.49 -0.44
H -1.00 -2.93 -1.52
H -0.78 -1.63 -0.39
*
```

***

Number 1: DFT total energy -799.2313 Ha. Number 2: DFT total energy -2856.1028 Ha. Number 3: DFT total energy -495.6294 Ha. Number 4: DFT total energy -4046.5918 Ha.